C5H8N2 | ωB97M-V/def2-TZVPD

Geometry as XYZ:
```
15
Properties=species:S:1:pos:R:3:forces:R:3
N -0.187787 -1.206058 -0.848038 0.146 -0.215 -0.030
N -1.355318 -1.739841 2.427525 0.032 0.508 -0.893
C -1.160674 -0.620252 0.081905 -0.202 0.079 0.087
C -1.286497 -1.219445 1.396246 -0.020 -0.405 0.755
C 0.040691 1.219681 -1.293014 -0.058 0.049 -0.023
C 1.171425 0.266646 0.780896 0.040 -0.058 0.028
C 0.101651 0.101305 -0.275786 0.084 0.195 0.036
H -2.104595 -0.313510 -0.362386 0.141 -0.056 0.066
H -0.888683 1.189342 -1.866707 0.099 -0.031 0.064
H 0.869730 1.101575 -1.998351 -0.069 0.043 0.110
H 0.130215 2.201250 -0.817625 -0.049 -0.132 -0.016
H 0.915162 1.100117 1.443943 0.051 -0.098 -0.104
H 2.135611 0.492424 0.313729 -0.122 -0.057 0.028
H 0.334022 -1.945258 -0.382266 -0.030 0.090 -0.018
H 1.285047 -0.627974 1.399930 -0.043 0.090 -0.088
```
Forces are in eV/Å.

- Structure (SMILES): CC1(C)N[C@H]1C#N
- E_HOMO: -10.05 eV
- Kohn-Sham gap: 10.9 eV
- Energy relative to the best compared isomer or geometry (same formula, charge and spin): 28.1 kcal/mol

C5H8N2 | ωB97M-V/def2-TZVPD

Geometry as XYZ:
```
15
Properties=species:S:1:pos:R:3:forces:R:3
N -0.804836 1.256302 0.582348 -0.823 -0.443 -0.682
N -1.098536 0.174871 -0.106116 -0.034 0.158 -0.701
C -2.476905 -0.052261 -0.460958 -0.212 -0.093 -0.237
C 2.535841 -0.361954 0.065614 -0.086 0.062 0.143
C 0.531907 1.234372 0.857326 -1.206 -0.519 0.266
C 1.099682 0.083299 0.181034 -0.314 -0.100 0.274
C 0.022947 -0.526437 -0.417989 0.051 0.007 -0.173
H -2.645465 0.230421 -1.500683 -0.147 -0.098 0.003
H 3.123283 0.310968 -0.572241 -0.208 -0.062 0.150
H -0.057027 -1.404410 -1.043016 0.150 0.068 -0.003
H -3.081645 0.586278 0.188144 0.135 -0.158 -0.147
H 3.020035 -0.381002 1.045537 -0.035 0.016 -0.068
H -0.032888 1.314810 1.851672 2.789 0.826 1.131
H -2.749219 -1.098318 -0.302266 0.056 0.116 -0.068
H 2.612819 -1.366942 -0.368408 -0.115 0.219 0.114
```
Forces are in eV/Å.

- Structure (SMILES): Cc1cnn(C)c1
- E_HOMO: -8.62 eV
- Kohn-Sham gap: 9.5 eV
- Energy relative to the best compared isomer or geometry (same formula, charge and spin): 74.1 kcal/mol

C5H8N2 | ωB97M-V/def2-TZVPD

Geometry as XYZ:
```
15
Properties=species:S:1:pos:R:3:forces:R:3
N 0.378360 0.737271 0.218461 -0.049 -0.121 -0.164
N -0.143384 -0.182539 1.044359 -0.083 -0.158 0.006
C -0.517779 -0.963529 -0.966269 0.007 0.015 -0.011
C -0.690935 -1.221100 0.374546 0.044 0.101 0.071
C 0.631560 1.045100 -2.203384 0.008 0.035 -0.056
C -0.044344 0.001262 2.475139 0.024 0.010 0.121
C 0.159661 0.276064 -1.007591 0.023 0.037 -0.044
H 0.630958 2.117116 -1.988716 -0.001 -0.156 -0.016
H 0.337081 1.008654 2.643108 -0.071 -0.148 -0.005
H -0.013317 0.862319 -3.068136 0.080 0.019 0.132
H 1.652674 0.760739 -2.481970 -0.147 0.015 0.047
H -1.159399 -2.044129 0.898181 0.076 0.127 -0.087
H 0.647120 -0.723974 2.917110 -0.106 0.111 -0.064
H -1.027136 -0.100453 2.944048 0.136 0.013 -0.058
H -0.841120 -1.572801 -1.798887 0.059 0.097 0.129
```
Forces are in eV/Å.

- Structure (SMILES): Cc1ccn(C)n1
- E_HOMO: -8.93 eV
- Kohn-Sham gap: 10.0 eV
- Energy relative to the best compared isomer or geometry (same formula, charge and spin): 10.8 kcal/mol